Below is C16H15AuN7O2S3 as an isolated structure in a non-equilibrium geometry, with properties calculated with ωB97M-V/def2-TZVPD.

multiplicity	1
energy	-2482.48940	Eh
net charge	+1
orbital gap	0.19697	Ha
largest force on an atom	0.031	hartree/bohr

Element x y z (Å)
Au: 0.33857 1.39632 0.40179
N: 0.32282 3.64306 4.12765
C: 0.41323 3.14226 2.89412
S: -0.09487 1.47798 2.70292
N: 0.88246 3.91575 1.95794
N: 0.87152 3.35696 0.74006
C: 1.34535 3.96217 -0.28053
C: 1.17518 3.35197 -1.58523
C: 1.54279 3.97338 -2.75593
C: 1.24511 3.35299 -3.96385
C: 0.57378 2.14648 -3.95886
C: 0.23798 1.56550 -2.74378
N: 0.55040 2.15906 -1.59018
H: -0.03525 3.08802 4.88382
H: 0.55854 4.60870 4.28498
H: 1.80371 4.93671 -0.16741
H: 2.04205 4.93272 -2.72105
H: 1.52351 3.82168 -4.89851
H: 0.31111 1.64205 -4.87769
H: -0.29607 0.62855 -2.68339
N: -3.80337 -4.99417 2.29378
C: -3.11368 -4.15053 1.47004
C: -3.67555 -2.93075 1.06686
C: -2.97533 -2.07452 0.24549
C: -1.70655 -2.43398 -0.19988
C: -1.13684 -3.64993 0.17555
C: -1.83368 -4.49721 1.00614
S: -0.84333 -1.35980 -1.25068
O: -0.10364 -2.10776 -2.22064
O: -1.73590 -0.31504 -1.67970
N: 0.25824 -0.58916 -0.27490
C: 1.59725 -0.94971 -0.11735
S: 2.48716 -2.30124 -0.75117
C: 3.88891 -1.77254 0.09848
C: 3.63864 -0.61903 0.73441
N: 2.34099 -0.16443 0.61050
H: -4.71171 -4.75021 2.63798
H: -3.40918 -5.86690 2.58603
H: -4.67398 -2.67030 1.39959
H: -3.40609 -1.13542 -0.07900
H: -0.16403 -3.93750 -0.20569
H: -1.40068 -5.44721 1.29907
H: 4.81431 -2.32878 0.07339
H: 4.35612 -0.05619 1.31483

***

Below is one molecule with the formula C2HF3 in a non-equilibrium geometry, with properties calculated with ωB97M-V/def2-TZVPD.

multiplicity	1
energy	-376.33667	Eh
orbital gap	0.39991	Ha
SMILES	FC=C(F)F
largest force on an atom	0.042	hartree/bohr

Element x y z (Å)
C: 0.30287 -0.04749 -0.65564
C: -0.39639 0.16108 0.47273
H: 1.41871 0.09264 -0.51529
F: -0.19402 -0.76675 -1.73922
F: 0.32830 0.91023 1.35753
F: -1.45947 -0.34972 1.07990

***

Below is C41H26BN14Sc as an isolated structure in a non-equilibrium geometry, with properties calculated with ωB97M-V/def2-TZVPD.

multiplicity	1
energy	-3129.99486	Eh
orbital gap	0.15333	Ha
largest force on an atom	0.049	hartree/bohr

Element x y z (Å)
Sc: 0.15886 -0.12299 -0.07301
C: -2.78733 -5.90797 0.79260
C: -1.60375 -6.42935 0.26293
C: -0.54291 -5.60097 -0.05943
C: -0.69208 -4.24108 0.17018
C: 0.19142 -3.10992 -0.09465
N: 1.31577 -3.22603 -0.81649
C: 2.04077 -2.24326 -1.28882
C: 2.94061 -2.35240 -2.42028
C: 3.42318 -3.48666 -3.06472
C: 4.35262 -3.31642 -4.07197
C: 4.77054 -2.03753 -4.45550
C: 4.27865 -0.90033 -3.83906
C: 3.36785 -1.06347 -2.80469
C: 2.74044 -0.11971 -1.91304
N: 2.82391 1.16465 -1.90415
C: 2.66439 3.10096 -0.53933
N: 0.84004 1.68417 -0.59208
C: -0.62602 3.64903 -0.92127
N: -1.31113 3.23989 0.42767
C: -2.17399 2.03255 0.59017
N: -1.64814 0.78857 0.63948
C: -2.64766 -0.07401 1.04093
N: -2.63343 -1.43120 1.09985
C: -1.70550 -2.26545 0.76569
N: -0.41187 -1.98000 0.32091
C: -1.87993 -3.71593 0.70468
C: -2.94213 -4.54871 1.01565
C: -3.80805 0.69043 1.34355
C: -5.07055 0.34636 1.84485
C: -5.98076 1.34802 2.06830
C: -5.66924 2.69903 1.78729
C: -4.45188 3.06177 1.27596
C: -3.49577 2.05044 1.05328
C: 0.47976 4.62641 -0.62996
C: 0.05219 5.93476 -0.33925
C: 0.90317 6.99202 -0.08714
C: 2.27442 6.78650 -0.15723
C: 2.75067 5.51635 -0.40158
C: 1.91786 4.40082 -0.58520
N: 2.03064 -0.89168 -0.93493
H: -3.59989 -6.58177 1.03223
H: -1.52112 -7.49664 0.10419
H: 0.37675 -5.98741 -0.47908
H: 3.08467 -4.46798 -2.75967
H: 4.76581 -4.18139 -4.57350
H: 5.50169 -1.93881 -5.24734
H: 4.60029 0.09027 -4.13060
H: -3.85752 -4.14311 1.42599
H: -5.30353 -0.69170 2.04464
H: -6.95968 1.11297 2.46578
H: -6.41461 3.45967 1.98202
H: -4.23647 4.10095 1.05033
H: -1.01620 6.12072 -0.37358
H: 0.50538 7.97870 0.11557
H: 2.96683 7.60628 -0.01522
H: 3.82263 5.36346 -0.44297
C: 0.06255 3.18672 2.59522
C: 1.19519 2.38635 2.83292
N: 1.56205 1.72515 1.75716
N: 0.71137 2.09021 0.78352
C: -0.20694 2.96194 1.27740
B: -0.20242 2.39099 -1.70293
N: -1.25404 1.30800 -2.03526
C: -2.48282 1.45230 -2.52763
C: -3.00000 0.19187 -2.79264
C: -1.98906 -0.68502 -2.41518
N: -0.92694 -0.00425 -1.96802
N: 2.10636 1.96239 -1.12952
C: 3.68519 2.75079 0.28693
C: 4.10845 1.36485 0.56425
C: 3.50832 0.14219 0.53260
N: 2.16044 -0.31618 0.37014
H: -0.47454 3.82239 3.27811
H: 1.74796 2.26301 3.74959
H: -1.85734 4.02102 0.78884
H: 0.44504 2.62780 -2.67936
H: -2.91409 2.42951 -2.66815
H: -3.97126 -0.05068 -3.18600
H: -1.97140 -1.76342 -2.45735
H: 4.23205 3.52674 0.81048
H: 5.15600 1.30439 0.84689
H: 4.20523 -0.69655 0.62822

***

Below is a 2-piece molecular cluster, C3H8O2 overall in a non-equilibrium geometry, with properties calculated with ωB97M-V/def2-TZVPD.

multiplicity	1
energy	-269.51492	Eh
orbital gap	0.34045	Ha
SMILES	C/C=C/O.O
largest force on an atom	0.088	hartree/bohr

Element x y z (Å)
C: -2.14234 -0.26934 -0.83503
C: -1.86795 0.99520 -0.16888
C: -0.99770 1.30598 0.82232
O: -0.72776 2.53479 1.16933
H: -2.70621 -0.88287 -0.17577
H: -2.88845 -0.14031 -1.66783
H: -1.25904 -0.76793 -1.14225
H: -2.42168 1.80814 -0.68230
H: -0.36372 0.51429 1.31184
H: -1.49982 3.05269 1.12949
H: 4.25503 -4.02633 0.08115
H: 4.18132 -3.04537 -1.29883
O: 4.82157 -3.62271 -0.72758

***

Below is one molecule with the formula C3H6ClNO in a non-equilibrium geometry, with properties calculated with ωB97M-V/def2-TZVPD.

multiplicity	1
energy	-708.03396	Eh
orbital gap	0.39347	Ha
SMILES	[H]/N=C(\Cl)[C@@H](C)O
largest force on an atom	0.075	hartree/bohr

Element x y z (Å)
C: -0.06650 -0.31319 0.67430
C: 1.49650 -0.77893 0.22980
C: -0.46452 0.93166 -0.14246
N: 1.71409 -1.67517 -0.58089
O: -1.24766 -1.06425 0.84811
Cl: 2.67007 0.34700 0.77106
H: 0.17151 -0.06557 1.71031
H: -1.42205 0.73264 -0.75577
H: 0.48127 1.25009 -0.73495
H: -0.65094 1.70148 0.59164
H: -1.73065 -1.24351 0.02585
H: 2.74828 -1.88113 -0.94712

***

Below is one molecule with the formula C10H15BN2O in a non-equilibrium geometry, with properties calculated with ωB97M-V/def2-TZVPD.

multiplicity	1
energy	-599.65071	Eh
orbital gap	0.36184	Ha
SMILES	CB(O)N1C[C@@H]2CC=CC[C@@H]2[C@H]1C#N
largest force on an atom	0.118	hartree/bohr

Element x y z (Å)
B: 2.39540 -0.63359 -0.15346
C: 0.71766 2.29364 -0.01809
C: -2.37626 -0.67654 -1.00914
C: -2.88975 0.50077 -0.72082
C: -1.35039 -1.47070 -0.25388
C: -2.36679 1.19975 0.48946
C: 0.59782 -0.97597 1.46550
C: 0.16705 1.04740 -0.06864
C: -0.90202 -0.77105 1.11234
C: -1.00835 0.76233 0.89768
C: 3.09060 0.25427 -1.30355
N: 1.11228 3.33853 0.10684
N: 1.32615 -0.11341 0.60767
O: 2.91524 -1.81978 0.20157
H: -2.78604 -1.01342 -1.93122
H: -3.69030 0.90323 -1.29346
H: -1.79642 -2.46221 -0.20262
H: -0.39243 -1.35599 -0.79838
H: -2.32565 2.26526 0.27153
H: -3.03489 1.14018 1.31419
H: 0.64375 -0.47044 2.45013
H: 0.92273 -2.03338 1.46590
H: -0.08068 0.70471 -1.03267
H: -1.56270 -1.21877 1.93779
H: -0.70394 1.31908 1.79048
H: 3.98137 0.66959 -1.13125
H: 2.40978 1.06448 -1.68407
H: 3.36083 -0.29870 -2.20422
H: 3.62596 -2.14929 -0.30561

***

Q: Among the records above, which one has the highest orbital gap?
A: C2HF3

***

Q: Number 3 is which compound?
A: C41H26BN14Sc

***

Q: Which of these has the highest orbital gap?
A: C2HF3